Run 1
The following is a DFT calculation (ωB97M-V/def2-TZVPD) of a molecular structure, C47H54N2O6P2SSeTeTi.

CARTESIAN COORDINATES (ANGSTROEM)
Ti (1.1522, 0.7362, 2.8555)
C (-4.8244, -0.5663, 3.2273)
N (-4.2380, -0.8279, 1.8958)
P (-3.0165, 0.4023, 1.3338)
C (-3.1764, 0.3075, -0.4575)
C (-2.2672, -0.4756, -1.1420)
C (-2.3217, -0.5370, -2.5283)
C (-3.3778, -0.0340, -3.2327)
C (-4.2883, 0.7609, -2.5622)
C (-4.1182, 1.0769, -1.2205)
C (-3.7057, 2.0249, 1.6822)
C (-2.8069, 3.0952, 1.6357)
C (-3.2468, 4.3866, 1.8295)
C (-4.6593, 4.6574, 1.8828)
C (-5.5096, 3.5947, 1.8394)
C (-5.0813, 2.2267, 1.7727)
P (-4.2278, -2.3988, 1.1832)
C (-5.7631, -2.5446, 0.1974)
C (-6.4362, -1.4369, -0.3525)
C (-7.4986, -1.6153, -1.1855)
C (-8.0526, -2.8910, -1.3809)
C (-7.4165, -3.9935, -0.8501)
C (-6.2570, -3.8328, -0.0564)
C (-4.7040, -3.6206, 2.4991)
C (-6.0111, -3.6227, 2.9884)
C (-6.4141, -4.5494, 3.9149)
C (-5.4850, -5.3607, 4.5470)
C (-4.1757, -5.2601, 4.1971)
C (-3.7635, -4.4119, 3.1766)
H (-4.2550, 0.1254, 3.8324)
H (-4.9967, -1.4833, 3.7945)
H (-5.8289, -0.1286, 3.1725)
H (-1.4659, -0.9325, -0.5765)
H (-1.5094, -1.0326, -3.0685)
H (-3.5735, -0.2307, -4.2912)
H (-5.0626, 1.2460, -3.1622)
H (-4.7042, 1.8574, -0.8007)
H (-1.7983, 2.8414, 1.5497)
H (-2.5329, 5.2501, 1.7779)
H (-5.0336, 5.7068, 2.0242)
H (-6.5934, 3.7359, 1.7943)
H (-5.8831, 1.4630, 1.7557)
H (-6.1149, -0.4624, -0.1727)
H (-7.9637, -0.7182, -1.5795)
H (-8.9184, -2.9342, -2.0772)
H (-7.8418, -5.0253, -0.9014)
H (-5.7981, -4.7166, 0.4161)
H (-6.7425, -2.8565, 2.6089)
H (-7.4646, -4.6539, 4.1056)
H (-5.7397, -6.1780, 5.2235)
H (-3.3972, -5.8646, 4.7338)
H (-2.7255, -4.4593, 2.8237)
O (0.6332, 1.0107, 4.6610)
Se (-0.8107, 2.0132, 4.3322)
O (-1.9988, 0.9050, 4.1672)
O (-0.1826, 2.2415, 2.5330)
O (4.5541, 2.6400, 4.3441)
C (5.0888, 1.9360, 3.2020)
C (4.0133, 0.8738, 2.6021)
O (4.4211, -0.2684, 2.3796)
N (2.7834, 1.3480, 2.4531)
Te (3.4869, 0.4312, -1.9550)
C (4.8717, -0.9430, -3.0622)
C (6.0057, -1.4531, -2.4350)
C (6.4339, -1.1465, -1.0116)
C (6.7747, -2.3863, -3.2026)
C (6.5065, -2.7160, -4.5541)
C (7.4318, -3.6838, -5.3058)
C (5.4273, -2.0935, -5.1367)
C (4.5550, -1.2972, -4.3931)
C (3.2177, -0.8083, -4.9478)
C (3.6942, 2.6679, -2.2190)
C (4.8084, 3.3064, -1.7196)
C (5.9575, 2.5758, -1.0693)
C (4.7405, 4.7092, -1.6435)
C (3.6531, 5.4636, -2.1142)
C (3.7275, 6.9571, -2.3150)
C (2.5391, 4.7792, -2.5987)
C (2.5707, 3.3809, -2.7158)
C (1.3833, 2.6941, -3.3844)
H (5.1216, 3.3709, 4.6121)
H (5.3967, 2.5968, 2.3967)
H (5.9309, 1.3569, 3.5273)
H (5.6306, -0.8462, -0.3702)
H (7.2039, -0.3800, -1.0448)
H (6.8797, -2.0454, -0.6866)
H (7.6894, -2.7905, -2.7551)
H (8.4897, -3.4643, -5.0709)
H (7.2776, -3.5298, -6.3645)
H (7.2103, -4.7480, -5.1594)
H (5.1679, -2.2190, -6.1951)
H (2.9134, -1.3335, -5.8551)
H (3.2467, 0.2372, -5.2141)
H (2.3895, -1.0397, -4.2851)
H (5.5674, 2.1209, -0.1422)
H (6.8307, 3.2433, -0.8401)
H (6.3672, 1.8024, -1.7466)
H (5.5766, 5.2013, -1.1175)
H (4.5793, 7.3956, -1.7857)
H (2.7812, 7.3364, -1.9396)
H (3.7147, 7.1367, -3.4197)
H (1.7281, 5.3264, -3.0285)
H (0.9035, 3.5189, -3.9183)
H (0.7285, 2.2833, -2.5890)
H (1.7173, 1.8803, -4.0178)
C (1.9848, -1.8409, 4.6094)
S (1.1340, -2.3623, 3.1087)
C (2.3676, -2.6670, 1.8466)
O (0.6982, -0.9754, 2.3989)
H (2.3131, -2.7322, 5.1184)
H (1.2346, -1.2835, 5.2039)
H (2.8335, -1.2484, 4.2891)
H (2.8768, -3.6210, 2.0669)
H (3.0742, -1.8495, 1.8543)
H (1.7879, -2.8074, 0.9500)

Output
- 2S+1: 2
- Kohn-Sham gap (alpha / beta): 5.1453 / 2.4933 eV
- Charge: +1

Löwdin atomic charge list, values in e, 99 entries: 0.946 -0.173 -0.492 1.033 -0.387 -0.140 -0.110 -0.100 -0.089 -0.063 -0.398 -0.135 -0.062 -0.089 -0.099 -0.083 0.994 -0.375 -0.104 -0.095 -0.097 -0.090 -0.111 -0.390 -0.135 -0.076 -0.095 -0.114 -0.099 0.050 0.060 0.065 0.082 0.099 0.112 0.110 0.089 0.033 0.117 0.118 0.103 0.104 0.058 0.104 0.112 0.115 0.108 0.135 0.104 0.112 0.119 0.094 -0.652 1.198 -0.590 -0.654 -0.071 -0.153 -0.600 -0.043 -0.058 1.657 -0.342 -0.289 -0.047 0.015 -0.231 -0.028 -0.010 -0.286 -0.087 -0.320 -0.318 -0.061 0.009 -0.241 -0.030 0.001 -0.284 -0.056 0.083 0.095 0.097 0.034 0.090 0.071 0.127 0.091 0.070 0.090 0.134 0.088 0.073 0.057 0.075 0.106 0.073 0.129 0.086

---

Run 2
The following is a DFT calculation (ωB97M-V/def2-TZVPD) of a molecular structure, C47H54N2O6P2SSeTeTi.

CARTESIAN COORDINATES (ANGSTROEM)
Ti (13.3957, 13.8352, 15.6606)
C (11.3830, 10.1239, 18.9940)
N (12.1782, 10.9294, 18.1672)
P (12.5617, 12.4068, 18.6080)
C (11.4333, 13.2913, 19.8816)
C (11.0044, 14.6206, 19.7128)
C (10.2042, 15.2015, 20.7064)
C (9.8642, 14.4934, 21.8558)
C (10.3808, 13.1936, 22.0428)
C (11.1971, 12.6146, 21.0842)
C (14.0059, 12.1762, 19.7158)
C (14.7737, 11.0318, 19.4153)
C (15.9939, 10.8124, 20.0705)
C (16.4310, 11.7646, 21.0168)
C (15.6840, 12.8922, 21.2862)
C (14.3980, 13.0806, 20.6934)
P (12.3665, 10.9293, 15.0517)
C (13.2790, 9.4685, 14.9542)
C (12.7883, 8.3185, 15.5963)
C (13.5563, 7.1598, 15.5858)
C (14.8412, 7.2183, 15.0382)
C (15.4186, 8.4436, 14.5393)
C (14.6534, 9.6098, 14.6293)
C (10.5662, 10.4905, 15.3214)
C (10.0257, 9.7682, 14.2616)
C (8.7077, 9.3776, 14.2907)
C (7.8924, 9.8295, 15.3563)
C (8.3002, 10.8451, 16.2237)
C (9.6535, 11.1889, 16.1316)
H (10.3533, 10.5089, 19.1649)
H (11.9086, 9.8941, 19.9312)
H (11.3519, 9.1836, 18.4170)
H (11.2612, 15.1420, 18.7808)
H (9.7917, 16.2119, 20.5721)
H (9.2986, 14.9750, 22.6597)
H (10.1572, 12.6025, 22.9631)
H (11.6258, 11.5877, 21.1799)
H (14.4665, 10.4230, 18.5934)
H (16.5035, 9.8820, 19.8395)
H (17.3829, 11.6347, 21.4788)
H (15.9474, 13.6214, 22.0670)
H (13.7430, 13.8795, 20.9988)
H (11.7878, 8.2297, 15.9903)
H (13.1742, 6.1707, 15.9258)
H (15.4050, 6.2589, 14.9923)
H (16.4205, 8.4325, 14.1424)
H (15.0641, 10.6014, 14.3878)
H (10.6972, 9.6608, 13.4032)
H (8.3312, 8.6605, 13.5207)
H (6.9726, 9.3565, 15.6509)
H (7.5875, 11.3634, 16.8978)
H (9.9245, 12.1435, 16.5715)
O (9.4157, 16.3668, 14.6873)
Se (10.2243, 16.9434, 16.0088)
O (11.6468, 17.7804, 15.8513)
O (12.3605, 14.8202, 16.5410)
O (13.4325, 11.8175, 15.7863)
C (10.5043, 13.0200, 12.8884)
C (11.9137, 12.9666, 13.3988)
O (12.3150, 11.5591, 13.5511)
N (12.6242, 13.9207, 13.8381)
Te (14.7987, 15.7162, 11.1325)
C (14.2990, 17.7347, 10.3881)
C (14.6954, 18.0702, 9.0703)
C (15.3765, 17.0159, 8.1851)
C (14.2815, 19.2873, 8.5594)
C (13.3872, 20.0858, 9.2608)
C (12.7602, 21.2959, 8.6159)
C (13.0435, 19.7426, 10.6004)
C (13.4697, 18.5351, 11.1757)
C (13.0105, 18.0913, 12.5351)
C (16.9270, 15.1037, 10.9815)
C (17.2143, 13.7473, 11.2915)
C (16.1216, 12.7161, 11.5441)
C (18.5486, 13.3588, 11.2553)
C (19.6091, 14.2694, 11.0228)
C (21.0328, 13.7690, 11.1945)
C (19.2356, 15.5904, 10.6530)
C (17.9340, 16.0672, 10.7498)
C (17.6610, 17.5468, 10.8261)
H (9.7881, 12.9848, 13.7187)
H (10.3763, 12.1074, 12.2534)
H (10.3143, 13.8368, 12.2168)
H (14.7303, 16.1665, 8.0711)
H (16.3621, 16.6670, 8.5296)
H (15.5539, 17.4347, 7.1508)
H (14.6418, 19.5780, 7.5648)
H (11.7237, 21.0045, 8.3100)
H (13.3121, 21.7419, 7.7485)
H (12.7076, 22.0831, 9.4134)
H (12.4332, 20.4391, 11.1944)
H (12.4870, 18.8682, 13.0675)
H (13.8070, 17.6992, 13.1906)
H (12.3332, 17.1833, 12.4258)
H (15.5359, 12.9661, 12.4954)
H (16.5417, 11.7298, 11.7678)
H (15.3988, 12.6033, 10.7234)
H (18.7564, 12.3172, 11.5487)
H (20.9807, 12.9107, 11.9168)
H (21.7001, 14.4953, 11.6818)
H (21.5070, 13.3487, 10.2951)
H (20.0530, 16.2756, 10.5073)
H (18.4601, 18.0604, 11.4234)
H (16.7598, 17.7406, 11.3432)
H (17.7372, 18.0895, 9.8922)
C (16.1119, 17.3007, 15.9808)
S (15.8635, 15.5732, 16.5925)
C (17.3532, 14.8542, 15.8822)
O (14.9043, 14.9169, 15.4559)
H (17.1666, 17.4890, 15.6803)
H (15.8870, 17.9861, 16.8343)
H (15.4151, 17.5047, 15.1525)
H (17.9338, 15.6517, 15.3803)
H (17.0451, 14.0938, 15.1191)
H (17.9459, 14.4666, 16.7060)

Output
- 2S+1: 2
- Kohn-Sham gap (alpha / beta): 5.6054 / 5.1131 eV
- Charge: +1

Löwdin atomic charge list, values in e, 99 entries: 0.857 -0.216 -0.281 0.985 -0.322 -0.090 -0.087 -0.077 -0.076 -0.127 -0.344 -0.094 -0.059 -0.088 -0.072 -0.072 0.814 -0.275 -0.068 -0.075 -0.054 -0.040 -0.051 -0.247 -0.110 -0.049 -0.059 -0.057 -0.093 0.092 0.083 0.068 0.073 0.109 0.109 0.119 0.105 0.084 0.104 0.095 0.112 0.100 0.101 0.124 0.117 0.100 0.111 0.123 0.130 0.105 0.127 0.108 -0.584 1.177 -0.592 -0.510 -0.451 0.001 -0.463 -0.200 0.020 1.368 -0.400 -0.302 -0.084 -0.028 -0.267 -0.062 0.001 -0.324 -0.109 -0.377 -0.327 -0.107 -0.034 -0.243 -0.061 -0.012 -0.316 -0.072 0.093 0.095 0.083 0.051 0.054 0.095 0.122 0.095 0.088 0.085 0.121 0.065 0.033 0.095 0.068 0.066 0.072 0.116 0.081

---

run 2 comes first in stability; the runner-up is 5.6 kcal/mol higher.

---

Run 1
The following is a DFT calculation (ωB97M-V/def2-TZVPD) of C5H7PS in the gas phase.

CARTESIAN COORDINATES (ANGSTROEM)
C (-0.6031, 2.0183, 0.1395)
P (-0.9127, 0.1755, -0.0068)
S (-2.8319, -0.2605, -0.0174)
C (0.2349, -0.5985, -1.3703)
C (0.9576, -1.4827, -0.7389)
C (1.0208, -1.3612, 0.7552)
C (0.1416, -0.4768, 1.2150)
H (-1.1894, 2.3472, 0.9397)
H (0.4833, 2.2375, 0.3598)
H (-0.8112, 2.1733, -0.9799)
H (0.1217, -0.5236, -2.4814)
H (1.5523, -2.2414, -1.2664)
H (1.8719, -1.8518, 1.2504)
H (-0.0360, -0.1552, 2.2017)

Output
- SMILES: CP1(=S)C=CC=C1
- 2S+1: 1
- Kohn-Sham gap: 8.5511 eV

Atomic charges from the Löwdin analysis, expressed in e, are listed below: -0.226 0.320 0.150 -0.168 -0.197 -0.123 -0.276 0.008 0.066 0.065 0.090 0.107 0.111 0.072

---

Run 2
The following is a DFT calculation (ωB97M-V/def2-TZVPD) of 2 unconnected molecules or ions with the total composition C5H7PS.

CARTESIAN COORDINATES (ANGSTROEM)
C (0.8172, 0.6527, 1.4962)
C (1.5549, -0.5125, 0.9079)
C (-0.0352, 1.1940, 0.6119)
C (1.0995, -0.9659, -0.2802)
C (-1.5856, -0.6914, -0.6761)
P (-0.0770, 0.2713, -0.9353)
S (-0.6761, 2.1473, -3.4691)
H (1.0927, 1.1375, 2.4425)
H (2.4635, -0.8179, 1.4421)
H (-0.7734, 1.9886, 0.7754)
H (1.6099, -1.7743, -0.8086)
H (-1.9515, -0.1150, 0.1356)
H (-2.2289, -0.8707, -1.4794)
H (-1.3099, -1.6439, -0.1630)

Output
- 2S+1: 1
- Kohn-Sham gap (alpha / beta): 6.9364 / 6.9300 eV

Atomic charges from the Löwdin analysis, expressed in e, are listed below: -0.156 -0.181 -0.297 -0.273 -0.273 0.828 -0.091 0.101 0.098 0.080 0.072 0.013 0.014 0.064

---

run 1 comes first in stability; the runner-up is 74.3 kcal/mol higher.

---

Run 1
The following is a DFT calculation (ωB97M-V/def2-TZVPD) of 2 unconnected molecules or ions with the total composition C2H9N2S.

CARTESIAN COORDINATES (ANGSTROEM)
C (0.8805, -0.7363, -0.0086)
C (0.7149, 0.6453, -0.5898)
N (-1.7278, -1.1068, -0.2827)
N (1.0334, 1.7524, -0.0350)
S (-1.7334, 0.6022, 0.0077)
H (1.2683, -1.4654, -0.6128)
H (1.4746, -0.6009, 0.9504)
H (-0.1199, -1.0287, 0.3867)
H (0.2893, 0.6308, -1.5556)
H (-2.1870, -1.5623, 0.5026)
H (0.7732, 2.6453, -0.5689)
H (1.4090, 1.8782, 0.8573)
H (-2.4296, -1.3300, -1.0025)
H (-1.2875, 0.3576, 1.3046)

Output
- 2S+1: 1
- Kohn-Sham gap: 9.1944 eV
- Charge: +1

Atomic charges from the Löwdin analysis, expressed in e, are listed below: -0.060 -0.261 -0.379 0.146 0.831 0.066 0.122 0.018 0.106 0.056 0.193 0.121 0.068 -0.026

---

Run 2
The following is a DFT calculation (ωB97M-V/def2-TZVPD) of 2 unconnected molecules or ions with the total composition C2H9N2S.

CARTESIAN COORDINATES (ANGSTROEM)
C (1.6759, 0.9473, 0.2875)
C (1.0812, -1.2816, -0.3830)
N (-1.8504, -0.4459, 0.6721)
N (0.6878, -0.2165, 0.0966)
S (-3.0017, 0.1774, -0.1953)
H (2.7102, 0.6993, -0.0669)
H (1.2156, 1.6271, -0.4683)
H (1.6308, 1.1144, 1.3751)
H (2.1669, -1.3530, -0.6554)
H (0.2910, -1.9639, -0.4188)
H (-2.3416, -0.8138, 1.5243)
H (-0.7658, -0.2625, 0.6140)
H (-3.5621, -0.9804, -0.9784)
H (-2.2508, 0.8027, -1.2737)

Output
- 2S+1: 1
- Kohn-Sham gap: 10.5303 eV
- Charge: +1

Atomic charges from the Löwdin analysis, expressed in e, are listed below: -0.040 -0.008 -0.421 -0.147 0.952 0.088 0.091 0.090 0.119 0.066 0.089 0.022 0.045 0.052

---

run 1 comes first in stability; the runner-up is 30.7 kcal/mol higher.

---

Run 1
The following is a DFT calculation (ωB97M-V/def2-TZVPD) of a gas-phase ion, CH2N2O3P (charge -1).

CARTESIAN COORDINATES (ANGSTROEM)
N (-2.9923, -1.9509, -0.8882)
C (-2.7557, -1.0007, -0.3312)
P (-2.0163, 0.5016, 0.4968)
O (-2.8579, 1.8094, -0.1223)
O (-1.7276, 0.5110, 1.9230)
O (-0.5168, 0.3665, -0.2849)
N (-0.5042, 0.1403, -1.6949)
H (0.3972, 0.4509, -1.9880)
H (-1.3156, 0.7790, -2.0534)

Output
- SMILES: N#C[P@@](=O)([O-])ON
- 2S+1: 1
- Kohn-Sham gap: 9.5444 eV
- Charge: -1

Atomic charges from the Löwdin analysis, expressed in e, are listed below: 0.052 -0.296 0.357 -0.505 -0.339 -0.370 -0.044 0.044 0.101

---

Run 2
The following is a DFT calculation (ωB97M-V/def2-TZVPD) of a molecular structure, CH2N2O3P.

CARTESIAN COORDINATES (ANGSTROEM)
C (-1.1135, -0.8143, -0.2016)
N (-1.4553, -1.7492, 0.3420)
N (1.2496, -0.1078, 1.2397)
O (0.6642, 0.4028, -1.8286)
O (-1.4321, 1.7646, -1.2800)
O (0.3782, 0.9752, 1.0689)
P (-0.4470, 0.7324, -0.9389)
H (1.5144, -0.2138, 0.3303)
H (0.6416, -0.9899, 1.2682)

Output
- 2S+1: 1
- Kohn-Sham gap: 9.1624 eV
- Charge: -1

Atomic charges from the Löwdin analysis, expressed in e, are listed below: -0.303 0.068 -0.123 -0.343 -0.343 -0.391 0.419 -0.031 0.046

---

Run 3
The following is a DFT calculation (ωB97M-V/def2-TZVPD) of 2 unconnected molecules or ions with the total composition CH2N2O3P.

CARTESIAN COORDINATES (ANGSTROEM)
C (1.3496, -1.0770, 0.5513)
N (1.9485, -1.4394, 1.4939)
N (-1.7028, -1.6424, 0.3361)
O (0.0724, 3.3297, -0.1883)
O (1.0034, -0.3505, -2.0830)
O (-0.9311, -1.4071, -0.6533)
P (0.3835, -0.1487, -0.7648)
H (-0.6769, 3.5560, 0.3473)
H (-1.4467, -0.8205, 0.9609)

Output
- 2S+1: 1
- Kohn-Sham gap (alpha / beta): 4.7347 / 7.7637 eV
- Charge: -1

Atomic charges from the Löwdin analysis, expressed in e, are listed below: -0.407 -0.002 -0.088 -0.030 -0.518 -0.516 0.594 -0.029 -0.005

---

run 1 comes first in stability; the runner-up is 12.5 kcal/mol higher.